No. 1
ORCA calculation (the ωB97M-V functional and the def2-TZVPD basis) on C11H37N11O23P2S as an isolated structure.

The geometry in XYZ format:
```
85
Properties=species:S:1:pos:R:3:forces:R:3:lowdin_charge:R:1
H 1.32811 8.50254 3.05977 0.0 0.0 0.0 0.103
O -0.61217 1.55465 2.09512 0.1 0.1 -0.1 0.061
O 6.16534 2.91020 -4.46284 0.0 0.1 0.0 0.050
H -7.18572 -0.82405 0.30886 0.0 0.0 0.0 0.096
H 2.07295 -0.99250 2.61910 0.0 0.2 0.0 0.043
C 1.18827 8.26508 2.00955 0.1 0.0 0.0 0.054
N 4.11566 -1.02504 -4.05968 0.0 0.0 0.0 -0.442
O 1.23554 -8.16094 4.75309 0.0 0.0 0.0 0.061
P 0.34147 -2.66696 0.11155 -0.1 0.2 -0.1 0.249
H -8.63374 -5.80787 -0.00451 0.0 0.0 0.0 0.101
H 2.24984 0.84831 4.80206 0.0 0.0 0.0 0.075
O -0.37553 -2.73596 1.53197 0.6 0.2 -0.2 -0.392
H -0.09719 0.95717 -1.36361 0.0 0.1 -0.1 0.076
S 1.77630 -4.85637 -0.97184 0.0 -0.1 0.0 0.814
C 6.42161 3.96644 -6.51371 0.1 -0.1 0.0 0.048
N 1.03846 6.78706 1.91132 0.0 0.1 0.0 -0.432
O 0.12150 6.28665 2.52799 -0.1 0.1 0.0 0.063
C 0.47990 3.52473 1.55135 0.1 -0.3 -0.1 0.038
O -4.01991 -1.04341 0.51420 -0.2 0.0 0.0 0.061
H 5.63230 3.88309 -7.25466 0.0 0.0 0.0 0.101
C 4.32399 0.44871 -4.00724 0.1 0.0 -0.1 0.044
O -7.68609 -4.18853 2.34386 0.0 0.0 0.0 0.067
H 0.62887 3.76975 2.59707 -0.1 0.0 0.0 0.097
H 2.67564 -0.28747 6.12289 -0.1 0.0 0.0 0.101
H -7.30554 -4.76594 -0.57737 0.0 0.0 0.0 0.100
O 0.34779 -4.17238 -0.41344 0.0 -0.1 0.0 -0.633
H 2.36610 -3.06791 1.92819 -0.1 0.0 0.0 0.043
O -0.27245 -6.72133 5.30177 0.0 0.0 0.0 0.061
O -0.71846 -2.03595 -0.86198 0.1 -0.1 0.4 -0.158
H 0.88909 -5.55100 3.30027 0.0 0.0 0.0 0.060
C -1.02371 -0.64010 -0.61167 -0.1 0.2 -0.3 -0.220
H 0.63068 -0.35821 2.28124 -0.2 0.1 0.3 -0.009
H 1.33240 3.79752 0.94545 0.0 0.0 0.0 0.083
N 1.11411 -0.94514 2.96057 0.1 -0.5 -0.7 -0.139
H 7.16342 3.18502 -6.62475 0.0 0.0 0.0 0.095
H -2.09267 -0.58954 -0.43567 0.0 -0.1 -0.1 0.091
H 0.97469 -0.09943 5.61661 0.0 0.0 0.0 0.085
N -0.63079 0.18775 -1.74828 0.1 -0.1 0.1 -0.058
H -3.20233 2.39976 -5.18240 0.0 0.0 0.0 0.093
P 0.50842 -2.54983 2.98925 -0.5 -0.1 0.8 0.810
N -8.17262 -4.19136 1.23289 0.0 0.0 0.0 -0.461
H 2.04204 8.55869 1.41133 0.0 0.0 0.0 0.096
O 1.88097 -3.37566 2.71802 0.0 0.0 -0.2 -0.312
C -7.74331 -5.25874 0.28578 0.0 -0.1 0.1 0.048
O 4.92356 4.62067 -4.88613 0.0 0.0 0.0 0.072
O 1.67174 -2.04029 0.17694 -0.1 -0.1 0.0 -0.275
N 0.51606 -7.21056 4.52037 0.0 0.0 0.0 -0.454
H 3.39265 0.91390 -4.31853 0.0 0.0 0.1 0.103
H -0.43914 3.97202 1.18731 0.0 0.0 0.1 0.104
H -0.34186 -1.25782 -3.25181 0.0 -0.1 0.0 0.087
H -7.02668 -5.89258 0.79378 0.0 0.0 0.0 0.095
C 0.21980 -0.47597 -2.74968 -0.3 0.3 0.1 -0.111
O 1.08827 1.40635 0.78833 0.0 0.1 0.1 0.052
H 0.26580 8.70499 1.64305 0.0 0.0 0.0 0.102
H -2.63585 4.03710 -4.70458 0.0 0.0 0.0 0.097
C -6.29704 -1.08796 0.86920 -0.2 0.0 -0.1 0.053
H -3.24963 2.91193 -3.46258 0.0 0.0 0.0 0.101
O 4.83765 -1.68065 -4.78267 0.0 0.0 0.0 0.068
O -0.99501 1.52638 -4.86740 0.0 0.2 -0.1 0.060
H -0.38908 -6.65392 2.72274 0.0 0.1 0.0 0.103
O -8.97989 -3.38354 0.81974 0.0 0.0 0.0 0.055
N -1.35217 2.47308 -4.20013 0.0 -0.1 0.1 -0.443
H 6.86834 4.95532 -6.54886 0.0 0.0 0.0 0.100
H 4.54640 0.70996 -2.97743 0.0 0.0 0.0 0.106
H 1.99652 -4.00822 -1.99163 0.0 0.0 0.0 -0.123
H 1.13944 -0.87725 -2.33303 0.1 -0.1 0.0 0.048
N -5.10434 -0.79382 0.02848 0.0 0.0 0.0 -0.439
C 0.59821 -6.58888 3.17064 0.1 0.0 -0.1 0.045
O 1.98335 2.62512 6.38862 0.0 0.0 0.0 0.051
N 0.30634 2.04785 1.46757 -0.1 0.1 0.1 -0.419
H 0.45765 0.27020 -3.49761 0.1 0.1 -0.1 0.050
O 3.22319 -1.47071 -3.36864 0.1 -0.1 0.0 0.050
H -6.27130 -2.14743 1.10367 0.1 0.0 0.1 0.082
C -2.72890 2.99570 -4.41178 -0.1 -0.1 0.0 0.048
H 5.14457 0.69974 -4.66504 0.0 0.0 0.0 0.072
O -0.67826 3.03135 -3.35794 0.0 0.0 -0.1 0.051
H -6.20849 -0.50160 1.77843 0.1 -0.1 0.0 0.106
N 1.75710 1.48300 6.73981 0.0 0.0 0.0 -0.455
H 1.33398 -7.13434 2.59139 0.0 0.0 0.0 0.095
N 5.78474 3.81909 -5.17506 0.0 0.0 0.0 -0.446
O 1.83355 6.17737 1.22896 0.1 0.1 0.0 0.071
C 1.93018 0.39950 5.73254 0.0 0.1 0.0 0.021
H -0.50566 -0.31731 0.29126 0.0 0.0 0.1 0.074
O 1.39626 1.15388 7.84988 0.0 0.0 0.0 0.062
O -5.28528 -0.33317 -1.07964 0.0 0.0 0.0 0.072
```
Positions in Å, forces in eV/Å.

As for the charge: 0. The total energy is -3854.338879 a.u. The calculation puts the HOMO energy at -0.3139 hartree. For the HOMO-LUMO gap, the calculation gives 8.2 eV.

No. 2
ORCA calculation (the ωB97M-V functional and the def2-TZVPD basis) on a 3-piece molecular cluster, C4H12NO overall in a non-equilibrium geometry.

The geometry in XYZ format:
```
18
Properties=species:S:1:pos:R:3:forces:R:3:lowdin_charge:R:1
O -1.95980 0.90124 -0.45105 0.9 0.4 -0.4 -0.027
H -1.47471 0.67268 0.35058 -1.3 -0.3 -0.3 -0.028
C 0.15266 -1.67072 1.81625 0.2 3.7 2.0 0.234
H 0.60340 2.96777 0.71131 -0.4 -0.2 0.6 0.127
H 0.25668 -1.56788 2.90854 -0.4 -0.5 -0.4 0.110
H -0.69527 -1.62463 -2.68559 -1.0 -0.4 -0.1 -0.022
H 0.16370 -2.62696 1.38801 0.1 -1.0 -0.8 0.086
C 0.25647 0.93050 1.50067 2.1 -2.5 3.0 0.017
H 0.70976 -2.22695 -3.48851 -1.2 1.5 0.8 0.049
H 0.32203 -0.56943 0.02129 -0.4 -0.2 0.4 0.114
H 0.28873 -0.57046 -3.48996 -0.1 0.1 -0.3 -0.002
N 0.22437 -1.43331 -2.98544 2.3 -1.1 -0.2 0.005
H 0.78684 1.51217 -0.31708 0.1 0.6 -0.3 0.106
C 0.16611 -0.48250 1.11455 0.5 0.9 -1.8 -0.104
H 2.01143 1.95465 0.76011 -0.5 -0.5 0.7 0.167
H 0.18574 1.23805 2.54792 -1.0 -0.4 0.0 0.148
H -2.88998 0.68137 -0.40305 -0.2 -0.2 0.5 0.059
C 0.89185 1.91439 0.70145 0.3 0.0 -3.3 -0.038
```
Positions in Å, forces in eV/Å.

The value obtained for the energy relative to the best compared isomer or geometry (same formula, charge and spin) is 100.35 kcal per mole. As for the charge: +1. The total energy is -289.214937 a.u. The calculation puts the HOMO energy at -0.4638 hartree. For the HOMO-LUMO gap, the calculation gives 5.1 eV.

Which value of total energy does entry 2 give? -289.214937 a.u.